Entry 1:
Molecular formula: C8H18NO6P
Method: DFT, ωB97M-V/def2-TZVPD

Each line ends with the Mulliken charge.
Element x y z (Å)
N1 2.599 -3.226 -0.137  -0.57
C1 1.213 -2.834 0.095  -0.40
O1 0.711 -1.963 -0.922  -0.31
P1 0.930 -0.402 -0.612  1.29
O2 0.897 -0.025 0.805  -0.68
O3 -0.300 0.353 -1.383  -0.50
C2 -1.449 0.291 -0.495  -0.21
C3 -2.768 0.443 -1.310  -0.87
C4 -3.883 1.044 -0.414  -0.61
C5 -4.144 0.131 0.822  -0.30
O4 -5.534 -0.092 1.012  -0.54
O5 2.262 0.046 -1.390  -0.40
C6 2.734 1.334 -0.939  -0.65
C7 3.683 1.098 0.306  0.52
C8 3.777 2.310 1.268  -0.69
O6 4.872 1.858 0.324  -0.50
H1 2.788 -4.102 0.345  0.27
H2 3.237 -2.561 0.299  0.21
H3 0.625 -3.763 0.015  0.33
H4 1.064 -2.466 1.121  0.39
H5 -1.499 -0.698 -0.017  0.32
H6 -1.440 1.104 0.245  0.25
H7 -2.625 1.118 -2.166  0.33
H8 -3.074 -0.568 -1.625  0.28
H9 -4.843 1.134 -0.946  0.36
H10 -3.564 2.044 -0.083  0.29
H11 -3.738 0.623 1.724  0.26
H12 -3.587 -0.807 0.655  0.27
H13 -5.666 -0.703 1.748  0.31
H14 3.366 1.823 -1.688  0.41
H15 1.918 1.968 -0.571  0.32
H16 3.690 0.096 0.761  0.22
H17 3.773 3.313 0.839  0.33
H18 3.975 2.081 2.315  0.26

Forces on the atoms, in the same order (eV/Å):
0.04 0.45 0.27
0.25 -2.02 0.59
0.58 1.23 0.46
-0.91 0.93 -0.88
0.62 -0.39 0.27
0.98 -1.12 0.88
-1.69 0.28 -0.87
0.01 0.15 0.49
-0.01 -0.66 0.40
0.57 0.55 0.05
-0.04 -0.10 -0.23
-1.09 -0.06 0.00
1.52 -0.54 1.85
-1.09 3.00 0.27
2.05 -1.66 -2.28
-0.20 -1.55 0.76
-0.20 0.02 -0.27
-0.13 0.03 -0.22
0.05 0.47 -0.16
-0.22 0.57 -0.58
0.25 0.49 0.17
0.56 -0.37 -0.11
0.14 -0.42 0.09
0.03 0.48 -0.33
0.42 0.02 0.00
-0.25 -0.22 -0.12
0.04 -0.29 -0.24
-0.40 0.07 0.22
0.13 0.18 -0.17
-0.54 -0.30 -0.20
0.09 -0.16 -0.57
0.08 0.47 -0.28
-1.64 0.05 0.95
-0.01 0.43 -0.22

Output
E: -1163.1772 Eh
LUMO: 0.025 Ha
HOMO energy: -10.191 eV
SMILES: NCO[P@](=O)(OCCCCO)OC[C@@H]1CO1

Entry 2:
Molecular formula: C9H19N5
Method: DFT, ωB97M-V/def2-TZVPD

Each line ends with the Mulliken charge.
Element x y z (Å)
C1 1.563 -0.393 -1.629  -0.51
C2 2.589 0.734 0.221  0.42
C3 0.410 -3.251 0.544  -0.73
C4 0.112 -2.005 1.391  -0.18
C5 1.282 -2.080 0.880  -0.37
C6 0.130 0.604 0.165  0.48
C7 -2.669 2.189 -0.878  -1.34
C8 -3.379 0.082 0.394  -1.55
C9 -2.330 0.787 -0.369  0.15
N1 0.383 0.126 -1.105  0.05
N2 2.637 0.355 -1.029  -0.20
N3 1.308 0.979 0.779  -0.07
N4 3.729 1.058 0.908  -0.46
N5 -1.072 0.835 0.557  0.00
H1 1.482 -0.188 -2.780  0.37
H2 0.711 -4.185 1.028  0.25
H3 -0.093 -3.407 -0.421  0.18
H4 -0.669 -1.590 1.990  0.49
H5 1.760 -1.432 -1.488  0.39
H6 2.293 -1.698 0.756  0.47
H7 -1.786 2.459 -1.361  0.40
H8 -3.495 2.032 -1.446  0.45
H9 -2.910 2.870 -0.095  0.38
H10 -3.233 -1.015 0.473  0.35
H11 -4.337 0.159 -0.125  0.44
H12 -3.579 0.486 1.414  0.39
H13 -2.177 0.132 -1.228  0.21
H14 -0.483 0.022 -1.596  0.06
H15 3.641 0.192 -1.403  0.36
H16 1.294 1.347 1.665  0.14
H17 4.661 1.226 0.444  0.27
H18 3.724 1.148 1.975  0.26
H19 -1.494 1.425 1.369  0.44

Forces on the atoms, in the same order (eV/Å):
0.46 0.95 -3.29
0.28 1.61 1.27
0.18 -0.19 0.34
-0.58 -1.16 -0.07
0.95 0.14 -0.70
2.45 -0.18 -2.60
1.81 -1.71 2.64
-1.67 -0.95 1.39
0.53 -0.53 0.21
-3.35 1.01 2.36
3.57 -0.37 -0.84
1.48 -1.45 -1.41
-0.91 0.00 0.97
-3.05 1.76 0.71
0.62 -0.38 2.06
-0.52 0.23 0.01
0.37 0.39 0.22
0.02 0.21 0.32
-0.27 -0.97 0.26
-0.32 -0.18 0.26
0.99 1.26 -1.42
-2.26 0.07 -2.21
-0.13 0.55 0.71
0.30 0.65 0.11
0.05 0.21 -0.10
0.28 -0.15 -0.60
0.55 0.15 -0.08
0.09 -0.36 -0.70
-2.41 0.25 0.62
-0.12 1.01 2.51
-1.61 -0.50 0.57
-0.10 0.02 -2.28
2.29 -1.36 -1.23

Output
energy relative to the best compared isomer or geometry (same formula, charge and spin): 57.07 kcal/mol
E: -627.3946 Eh
net charge: +2
LUMO: -0.276 Ha
HOMO energy: -15.991 eV

Entry 3:
Molecular formula: C9H22Co2O10
Method: DFT, ωB97M-V/def2-TZVPD

Each line ends with the Mulliken charge.
Element x y z (Å)
Co1 26.087 7.021 7.564  0.82
Co2 28.070 6.942 5.078  0.89
C1 27.844 5.186 7.005  1.81
O1 27.476 5.643 8.178  -1.02
O2 28.947 5.525 6.410  -0.89
O3 26.894 5.607 6.199  -0.93
C2 27.325 8.980 6.343  1.46
O4 28.439 8.852 5.690  -0.75
O5 27.259 8.788 7.623  -0.68
O6 26.440 8.200 5.792  -0.96
C3 33.677 3.792 5.118  -1.27
C4 32.287 4.370 4.935  0.13
O7 31.722 4.747 6.158  -0.43
H1 34.078 3.504 4.144  0.37
H2 33.662 2.909 5.757  0.30
H3 34.412 4.490 5.526  0.32
H4 31.731 3.528 4.496  0.17
H5 32.228 5.240 4.266  0.24
H6 30.797 5.012 6.095  0.31
C5 28.940 0.858 5.987  -1.02
C6 28.350 1.560 4.774  -0.25
O8 29.269 2.569 4.352  -0.49
H7 28.451 -0.115 6.090  0.36
H8 28.980 1.467 6.890  0.30
H9 29.985 0.608 5.785  0.28
H10 27.331 1.878 5.026  0.22
H11 28.251 0.900 3.911  0.33
H12 29.284 3.196 5.088  0.25
C7 30.423 5.609 11.754  -1.06
C8 28.928 5.687 11.583  -0.08
O9 28.525 4.661 10.679  -0.50
H13 30.745 4.584 11.551  0.29
H14 30.712 5.929 12.757  0.31
H15 31.054 6.109 11.015  0.29
H16 28.660 6.684 11.213  0.19
H17 28.357 5.595 12.508  0.27
H18 28.208 4.994 9.828  0.41
C9 24.348 3.312 8.048  -0.46
O10 24.178 3.915 6.783  -0.48
H19 25.394 3.441 8.351  0.19
H20 23.788 3.826 8.837  0.27
H21 24.072 2.265 7.986  0.25
H22 24.183 4.870 6.745  0.23

Forces on the atoms, in the same order (eV/Å):
2.02 0.53 -1.66
-1.22 0.19 1.62
-0.59 9.18 -0.92
1.36 -2.73 2.02
1.98 -2.69 1.01
-3.43 -1.22 -2.77
2.40 -7.45 1.90
1.06 2.39 -0.21
-0.09 2.58 1.03
-3.54 -0.76 -2.14
0.53 0.56 -0.12
-0.40 -0.59 -0.47
0.20 -0.03 1.08
-0.14 -0.13 -0.03
-0.16 0.02 0.01
-0.23 0.13 0.17
-0.30 0.37 -0.18
0.46 -0.28 -0.27
0.09 -0.08 -0.10
0.51 -0.85 -0.72
0.56 -0.47 0.21
-0.92 0.61 0.28
-0.21 0.23 0.65
-0.53 -0.09 0.07
0.01 0.07 -0.19
0.15 0.62 -0.22
0.10 -0.17 0.19
0.34 0.16 -0.21
0.80 -0.53 0.22
-0.17 0.47 -1.15
-0.38 -0.21 0.14
-0.25 -0.23 0.71
0.24 -0.09 -0.08
-0.57 0.69 -0.02
-0.09 -0.06 -0.21
0.29 -0.39 0.19
0.12 0.35 0.21
0.77 1.36 0.52
-0.53 -0.76 -0.95
0.05 -0.52 0.05
-0.39 -0.27 -0.09
-0.02 0.05 -0.08
0.09 0.05 0.50

Output
<S²>: 12.016
E: -3873.8636 Eh
LUMO (alpha / beta): -0.078 / -0.073 Ha
2S+1: 7
HOMO energy (alpha / beta): -9.673 / -9.673 eV

Entry 4:
Molecular formula: C16H27N3O4P
Method: DFT, ωB97M-V/def2-TZVPD

Each line ends with the Mulliken charge.
Element x y z (Å)
C1 3.389 2.127 4.579  -1.14
C2 3.378 0.788 3.825  -0.23
C3 3.688 0.906 2.329  -0.76
N1 2.470 0.802 1.475  -0.25
C4 1.391 1.611 1.894  -0.51
C5 1.305 2.952 1.581  -0.64
N2 0.246 3.677 1.995  0.07
C6 -0.752 3.172 2.738  -0.43
C7 -0.722 1.842 3.092  0.15
P1 -1.977 1.153 4.219  0.28
N3 -1.712 1.656 5.667  -0.72
C8 0.347 1.062 2.652  0.41
H1 3.108 2.961 3.929  0.26
H2 4.389 2.351 4.956  0.38
H3 2.710 2.113 5.433  0.33
H4 4.132 0.130 4.265  0.42
H5 2.427 0.272 3.980  0.21
H6 4.348 0.097 2.016  0.40
H7 4.195 1.862 2.139  0.36
H8 2.716 1.054 0.523  0.38
H9 2.057 3.471 0.996  0.53
H10 0.201 4.655 1.737  0.30
H11 -1.540 3.853 3.032  0.45
H12 -1.892 -0.222 3.952  0.14
H13 -3.171 1.571 3.612  0.12
H14 -1.580 0.927 6.357  0.25
H15 0.398 0.002 2.888  0.25
O1 -2.518 0.125 0.721  -0.60
C9 -1.827 -0.459 -0.074  0.50
O2 -2.215 -1.573 -0.699  -0.36
C10 -1.143 -2.095 -1.524  -0.15
C11 -0.223 -0.903 -1.784  -0.57
C12 -0.428 -0.089 -0.511  -0.05
H16 -0.646 -2.886 -0.958  0.24
H17 -1.572 -2.510 -2.428  0.11
H18 0.806 -1.197 -1.979  0.38
H19 -0.587 -0.348 -2.649  0.24
H20 0.257 -0.382 0.289  -0.02
H21 -0.366 0.987 -0.665  0.32
O3 -1.256 -0.705 -4.971  -0.57
C13 -1.559 -1.771 -5.424  0.44
O4 -2.010 -2.772 -4.630  -0.29
C14 -2.201 -3.979 -5.400  -0.48
C15 -2.369 -3.505 -6.839  -0.52
C16 -1.499 -2.249 -6.859  -0.42
H22 -1.320 -4.609 -5.268  0.29
H23 -3.072 -4.495 -5.004  0.33
H24 -2.083 -4.260 -7.567  0.33
H25 -3.410 -3.236 -7.020  0.27
H26 -0.456 -2.469 -7.093  0.26
H27 -1.850 -1.467 -7.527  0.32

Forces on the atoms, in the same order (eV/Å):
0.02 -0.02 -0.03
0.25 -0.03 0.15
-0.13 -0.11 0.10
-0.03 0.24 -0.05
-0.18 -0.04 0.21
-0.11 0.15 -0.09
0.03 -0.06 -0.04
0.05 0.06 -0.02
0.22 -0.37 -0.29
0.03 0.07 0.73
-0.05 -0.25 -0.31
0.09 0.20 0.04
-0.10 -0.06 0.07
-0.08 0.01 -0.07
0.06 0.02 -0.04
-0.13 0.06 0.01
0.06 -0.02 -0.11
-0.03 0.10 -0.08
0.06 -0.10 0.04
0.06 -0.13 0.00
-0.12 -0.03 0.09
0.02 -0.01 0.00
0.06 -0.01 -0.06
-0.08 -0.01 -0.28
0.01 -0.02 -0.15
-0.02 0.19 0.11
-0.05 0.15 -0.04
0.06 0.02 0.19
0.00 0.06 0.00
-0.03 -0.08 -0.04
0.16 -0.02 -0.02
-0.24 0.02 0.08
0.16 0.07 -0.24
0.00 0.01 0.03
-0.11 0.05 0.06
0.01 -0.04 0.08
0.01 -0.05 -0.02
0.06 0.00 -0.04
0.04 0.02 0.12
0.00 0.04 -0.01
0.08 0.01 0.03
-0.01 -0.12 -0.09
-0.05 -0.01 -0.06
0.02 0.09 0.02
-0.18 -0.09 0.03
0.01 0.00 -0.02
0.00 0.02 0.04
0.05 0.00 0.01
-0.01 -0.02 -0.01
0.01 0.02 -0.02
0.07 0.03 -0.02

Output
E: -1432.2040 Eh
net charge: +1
LUMO: -0.155 Ha
HOMO energy: -11.893 eV